1.
66
Properties=species:S:1:pos:R:3:lowdin_charge:R:1 method="wB97M-V/def2-TZVPD" homo_lumo_gap_ev=5.9 spin_multiplicity=1 lumo_energy_ev=2.09 relative_energy_kj_mol=114.6 charge=-1
Pd 0.063 -1.580 0.359 0.27
I 2.646 -1.088 1.627 1.16
C 3.546 -0.056 0.008 -0.56
C 4.718 -0.580 -0.491 -0.16
C 5.506 0.159 -1.373 -0.09
C 5.156 1.447 -1.675 -0.05
C 3.948 1.996 -1.204 -0.17
C 3.621 3.335 -1.499 -0.04
C 2.454 3.876 -1.038 -0.07
C 1.518 3.065 -0.399 -0.10
C 1.760 1.729 -0.127 -0.29
P 0.271 0.706 0.233 0.94
C -0.949 1.747 -0.664 -0.39
C -2.020 2.393 -0.050 -0.10
C -2.976 3.040 -0.814 -0.09
C -2.870 3.060 -2.194 -0.11
C -1.810 2.414 -2.814 -0.09
C -0.869 1.747 -2.055 -0.10
C -0.146 1.061 1.970 -0.42
C -1.018 0.151 2.570 -0.14
C -1.405 0.334 3.884 -0.12
C -0.914 1.411 4.607 -0.11
C -0.026 2.296 4.022 -0.09
C 0.361 2.124 2.705 -0.10
C 3.052 1.202 -0.419 -0.21
H 5.049 -1.555 -0.167 0.08
H 6.414 -0.270 -1.769 0.10
H 5.813 2.071 -2.265 0.11
H 4.313 3.933 -2.077 0.11
H 2.229 4.918 -1.211 0.10
H 0.566 3.500 -0.131 0.11
H -2.114 2.372 1.028 0.11
H -3.809 3.535 -0.332 0.10
H -3.614 3.574 -2.788 0.10
H -1.728 2.419 -3.892 0.10
H -0.059 1.211 -2.539 0.11
H -1.385 -0.706 1.987 0.06
H -2.058 -0.382 4.361 0.10
H -1.211 1.554 5.637 0.10
H 0.385 3.114 4.601 0.10
H 1.061 2.813 2.255 0.09
Se -1.340 -3.854 1.617 0.71
Se -2.978 -4.774 0.139 0.62
C -3.547 -3.068 -0.489 -0.70
C -4.670 -2.940 -1.305 -0.13
C -4.999 -1.682 -1.770 -0.09
C -4.213 -0.598 -1.403 -0.07
C -3.148 -0.830 -0.549 -0.14
N -2.821 -2.029 -0.106 -0.04
C -0.063 -3.627 0.195 -0.82
C 1.277 -4.037 0.336 -0.19
C 2.105 -3.981 -0.766 -0.13
C 1.587 -3.517 -1.979 -0.11
C 0.253 -3.158 -2.026 -0.18
N -0.575 -3.234 -0.980 -0.07
H -5.260 -3.812 -1.558 0.09
H -5.865 -1.548 -2.406 0.10
H -4.422 0.399 -1.765 0.09
H -2.542 -0.004 -0.196 0.06
H 1.626 -4.366 1.308 0.09
H 3.140 -4.293 -0.692 0.10
H 2.203 -3.442 -2.865 0.09
H -0.211 -2.825 -2.951 0.10
S 0.472 -1.830 5.481 0.52
C 0.298 -2.342 3.991 -1.04
N 0.229 -2.696 2.868 -0.21


2.
14
Properties=species:S:1:pos:R:3:lowdin_charge:R:1 method="wB97M-V/def2-TZVPD" homo_lumo_gap_ev=9.4 spin_multiplicity=1 lumo_energy_ev=0.67 relative_energy_kj_mol=323.9
C -0.679 -0.925 0.794 -0.48
C 0.170 -0.499 -0.457 -0.62
C 1.694 0.143 -0.077 -0.29
C 1.147 1.506 -0.111 -0.45
H -1.794 0.657 0.602 -0.01
H -2.450 -0.036 1.893 0.18
H 0.088 -1.472 -1.169 0.16
H 2.130 -0.422 0.774 0.11
H 2.447 -0.021 -0.884 0.11
H 0.904 1.741 1.116 0.16
H 1.869 2.346 -0.556 0.11
N -1.853 -0.210 0.985 0.13
O -0.456 -1.990 1.469 -0.02
S -0.036 0.828 -1.333 0.91